(1)
Computed, not measured: 2 unconnected molecules or ions with the total composition C17H40N2O6PS, with the ωB97M-V functional and the def2-TZVPD basis.

2S+1   1
HOMO   -11.54 eV
HOMO-LUMO gap   9.12 eV
Total charge   +1

Positions of all 67 atoms, in Å:
C 1.799 0.566 -1.184
C 2.131 -0.196 -2.555
C 0.891 -1.019 -3.097
C 0.150 -0.319 -4.322
N -0.836 0.689 -3.820
C -0.309 2.095 -3.850
C -1.380 3.095 -3.186
S -1.312 3.024 -1.326
O -2.692 2.943 -3.705
C -3.120 1.570 -3.706
C -4.632 1.362 -4.062
C -5.409 0.871 -2.780
O -4.892 -0.409 -2.325
C -6.977 0.795 -2.968
N -7.514 -0.599 -2.853
C -2.125 0.729 -4.590
H 2.484 0.272 -0.349
H 0.728 0.417 -0.857
H 1.893 1.675 -1.375
H 2.413 0.608 -3.291
H 3.009 -0.867 -2.337
H 1.238 -2.052 -3.385
H 0.184 -1.175 -2.230
H -0.392 -1.159 -4.846
H 0.875 0.087 -5.073
H -1.012 0.484 -2.820
H -0.139 2.486 -4.885
H 0.620 2.109 -3.216
H -1.011 4.122 -3.467
H -0.157 3.694 -0.940
H -2.987 1.197 -2.641
H -4.739 0.574 -4.866
H -5.152 2.272 -4.452
H -5.218 1.650 -1.982
H -4.557 -0.210 -1.438
H -7.333 1.196 -3.954
H -7.452 1.377 -2.120
H -7.303 -0.974 -1.921
H -8.531 -0.457 -2.819
H -2.552 -0.284 -4.790
H -1.882 1.207 -5.580
O 1.359 -1.396 4.817
P 2.787 -1.307 4.289
O 3.555 -0.779 5.672
C 3.237 -1.319 6.951
C 3.993 -2.602 7.240
O 2.656 0.129 3.480
C 1.386 0.684 3.166
C 0.922 1.625 4.261
O 4.278 -1.451 3.494
C 5.278 -2.351 3.933
C 4.874 -3.803 3.752
H 2.165 -1.482 7.066
H 3.522 -0.566 7.689
H 3.764 -3.369 6.494
H 3.733 -2.992 8.225
H 5.071 -2.433 7.220
H 0.654 -0.101 2.969
H 1.500 1.248 2.234
H 0.951 1.153 5.244
H -0.098 1.967 4.069
H 1.576 2.498 4.314
H 5.564 -2.135 4.961
H 6.165 -2.155 3.325
H 3.918 -4.014 4.238
H 5.636 -4.466 4.165
H 4.756 -4.033 2.692

---

(2)
Computed, not measured: a molecular structure, C10H16Cl16F18NO4P2S2V, with the ωB97M-V functional and the def2-TZVPD basis.

2S+1   4
<S²>   3.753
HOMO (spin up / spin down)   -6.10 / -6.10 eV
Energy above the lowest of the compared OMol25 structures with the same formula, charge and spin   6.8910 eV
HOMO-LUMO gap (spin up / spin down)   7.98 / 7.89 eV
Total charge   -1

Positions of all 70 atoms, in Å:
V -36.613 3.257 -18.643
P -38.712 4.479 -20.200
F -38.804 5.987 -20.692
F -39.064 3.927 -21.652
F -37.105 4.434 -20.511
F -38.487 2.896 -19.746
F -38.147 4.922 -18.723
F -40.211 4.469 -19.698
P -33.768 3.042 -19.339
F -34.573 2.542 -17.990
F -32.739 3.813 -18.334
F -32.838 1.735 -19.248
F -32.911 3.559 -20.583
F -34.912 2.310 -20.231
F -34.775 4.301 -19.362
C -35.504 3.749 -14.788
F -34.450 3.384 -15.474
F -35.942 2.748 -14.064
F -35.143 4.718 -13.957
S -36.821 4.455 -15.953
O -37.680 5.289 -15.152
O -36.124 5.134 -17.030
N -37.474 3.039 -16.756
S -38.813 2.823 -15.909
O -38.551 2.516 -14.518
O -39.821 3.801 -16.201
C -39.502 1.204 -16.579
F -40.519 0.816 -15.834
F -39.877 1.360 -17.827
F -38.575 0.246 -16.480
C -36.415 -0.257 -14.055
Cl -35.259 -0.433 -12.727
Cl -35.633 0.158 -15.600
H -36.955 -1.188 -14.179
H -37.107 0.533 -13.786
C -39.485 1.409 -11.601
Cl -39.036 1.168 -9.894
Cl -39.923 -0.095 -12.419
H -40.367 2.038 -11.578
H -38.658 1.878 -12.118
C -39.693 6.825 -15.600
Cl -40.788 7.514 -16.817
Cl -38.230 7.791 -15.394
H -40.224 6.763 -14.657
H -39.374 5.846 -15.937
C -37.571 7.844 -13.435
Cl -37.170 7.642 -11.720
Cl -39.324 7.998 -13.642
H -37.049 8.725 -13.784
H -37.244 6.957 -13.967
C -40.847 -2.210 -18.343
Cl -41.394 -2.107 -20.039
Cl -42.109 -1.642 -17.229
H -40.535 -3.213 -18.090
H -40.055 -1.475 -18.272
C -43.075 3.697 -16.638
Cl -43.394 4.742 -18.053
Cl -42.973 1.992 -17.079
H -42.124 4.021 -16.230
H -43.871 3.844 -15.919
C -33.722 2.955 -11.483
Cl -32.877 2.089 -10.191
Cl -34.889 4.124 -10.829
H -32.987 3.523 -12.041
H -34.222 2.210 -12.090
C -41.325 5.147 -13.631
Cl -42.707 6.189 -13.972
Cl -41.759 3.426 -13.833
H -40.568 5.300 -14.394
H -40.942 5.314 -12.633

---

(3)
Computed, not measured: 2 unconnected molecules or ions with the total composition C2HF2NS, with the ωB97M-V functional and the def2-TZVPD basis.

2S+1   1
HOMO (spin up / spin down)   -11.13 / -9.81 eV
Energy above the lowest of the compared OMol25 structures with the same formula, charge and spin   4.1463 eV
HOMO-LUMO gap (spin up / spin down)   8.79 / 6.47 eV

Positions of all 7 atoms, in Å:
C -1.613 -1.268 0.057
C 0.278 0.852 -0.193
N -2.574 -1.849 0.156
F 0.647 1.079 -1.448
F -0.292 1.948 0.358
S 1.507 0.163 0.843
H 2.046 -0.926 0.226

---

(4)
Computed, not measured: C4H7NO in the gas phase, with the ωB97M-V functional and the def2-TZVPD basis.

SMILES string   CC(C)(O)C#N
2S+1   1
HOMO   -11.24 eV
Energy above the lowest of the compared OMol25 structures with the same formula, charge and spin   1.7368 eV
HOMO-LUMO gap   11.97 eV

Positions of all 13 atoms, in Å:
C 0.884 -1.311 -0.698
C 0.215 0.010 -0.016
C 0.843 1.351 -0.584
C -1.256 0.067 0.030
H 0.505 -2.126 -0.053
H 1.949 -1.308 -0.528
H 0.618 -1.347 -1.754
H 0.387 1.617 -1.483
H 1.964 1.314 -0.828
H 0.608 2.138 0.155
H 0.953 -0.873 1.540
N -2.389 -0.068 -0.105
O 0.702 0.046 1.411

---

(5)
Computed, not measured: a molecular structure, C28H23FN6O3Ru, with the ωB97M-V functional and the def2-TZVPD basis.

2S+1   5
<S²>   6.096
HOMO (spin up / spin down)   -13.22 / -13.27 eV
HOMO-LUMO gap (spin up / spin down)   8.16 / 5.64 eV
Total charge   +2

Positions of all 62 atoms, in Å:
Ru 0.138 0.403 0.793
C 4.761 -5.324 2.894
C 5.064 -4.393 1.733
N 3.856 -3.742 1.200
C 3.549 -2.501 1.637
C 2.444 -1.829 1.234
C 2.007 -0.462 1.623
O 1.137 -0.318 2.529
O 2.223 0.490 0.793
C 1.518 -2.402 0.305
O 0.495 -1.794 -0.086
C 1.856 -3.737 -0.154
C 1.029 -4.383 -1.078
C 1.346 -5.627 -1.531
F 0.558 -6.189 -2.466
C 2.483 -6.322 -1.072
C 3.293 -5.684 -0.149
C 3.015 -4.385 0.304
N 2.822 -7.628 -1.493
C 1.843 -8.497 -2.146
C 2.421 -9.920 -2.206
N 3.447 -10.061 -1.120
C 4.659 -9.216 -1.425
C 4.168 -7.876 -1.991
H 5.684 -5.772 3.260
H 4.079 -6.124 2.604
H 4.302 -4.776 3.717
H 5.564 -4.907 0.912
H 5.736 -3.596 2.044
H 4.252 -2.067 2.334
H 0.151 -3.874 -1.452
H 4.141 -6.224 0.247
H 1.602 -8.190 -3.166
H 0.922 -8.491 -1.567
H 2.938 -10.125 -3.142
H 1.652 -10.674 -2.061
H 3.714 -11.036 -0.987
H 3.035 -9.729 -0.247
H 5.267 -9.766 -2.141
H 5.213 -9.106 -0.496
H 4.179 -7.897 -3.087
H 4.845 -7.084 -1.683
C -1.659 0.452 1.428
C -2.805 0.447 1.912
C -4.072 0.472 2.483
C -5.059 -0.456 2.080
C -6.307 -0.410 2.655
C -6.589 0.549 3.628
C -5.624 1.470 4.035
C -4.370 1.439 3.471
H -4.818 -1.188 1.321
H -7.071 -1.112 2.352
H -7.575 0.579 4.074
H -5.862 2.206 4.790
H -3.604 2.142 3.768
N -0.282 1.334 -0.875
C -0.460 1.938 -1.842
C -0.678 2.648 -3.019
C 0.372 2.771 -3.954
N 1.239 2.871 -4.707
C -1.944 3.222 -3.259
N -2.986 3.676 -3.452

---

(6)
Computed, not measured: a molecular structure, C26H74AsF6O11, with the ωB97M-V functional and the def2-TZVPD basis.

2S+1   2
<S²>   0.752
HOMO (spin up / spin down)   1.32 / -4.75 eV
HOMO-LUMO gap (spin up / spin down)   2.92 / 8.97 eV
Total charge   -2

Positions of all 118 atoms, in Å:
As 0.020 -0.269 -0.279
F -1.474 -0.251 0.680
F 0.851 -1.262 1.001
F 1.520 -0.315 -1.299
F -0.698 0.791 -1.524
F 0.610 1.247 0.509
F -0.586 -1.733 -1.074
C -4.027 -4.512 -3.053
C -3.056 -3.738 -2.180
O -3.001 -2.376 -2.548
H -5.045 -4.145 -2.926
H -4.106 -5.598 -3.009
H -3.697 -4.319 -4.073
H -2.033 -4.108 -2.253
H -3.298 -3.870 -1.125
H -2.342 -2.023 -1.945
C 2.941 -3.417 -1.039
C 2.320 -4.191 0.111
O 2.942 -5.450 0.378
H 4.022 -3.324 -0.935
H 2.510 -2.424 -1.166
H 2.837 -3.994 -1.958
H 1.264 -4.393 -0.064
H 2.496 -3.748 1.092
H 2.357 -5.926 0.972
C 4.099 -0.964 1.960
C 3.457 -0.579 3.243
O 2.221 0.049 2.914
H 4.253 -0.107 1.304
H 3.510 -1.749 1.486
H 5.108 -1.294 2.207
H 4.146 0.092 3.758
H 3.227 -1.450 3.856
H 1.809 -0.377 2.159
C -6.126 -1.456 1.351
C -4.699 -1.290 0.834
O -3.776 -0.950 1.834
H -6.257 -2.315 2.009
H -6.841 -1.650 0.552
H -6.510 -0.575 1.866
H -4.696 -0.493 0.091
H -4.349 -2.110 0.207
H -2.947 -0.706 1.416
C 0.426 4.102 -2.269
C -0.407 3.551 -3.455
O -1.399 4.496 -3.669
H 0.771 5.125 -2.421
H 1.243 3.408 -2.073
H -0.231 4.136 -1.401
H -0.819 2.586 -3.157
H 0.207 3.447 -4.349
H -1.983 4.486 -2.907
C -0.797 -2.419 3.410
C -0.035 -3.558 3.966
O -0.817 -4.775 3.988
H -1.745 -2.359 3.946
H -1.090 -2.548 2.368
H -0.220 -1.500 3.518
H 0.356 -3.427 4.975
H 0.861 -3.752 3.377
H -1.349 -4.696 4.783
C -3.094 3.298 0.677
C -3.195 2.998 -0.791
O -3.270 4.277 -1.398
H -3.122 2.365 1.240
H -3.840 4.024 1.001
H -2.122 3.723 0.929
H -4.128 2.440 -0.880
H -2.426 2.369 -1.239
H -4.025 4.772 -1.070
C 4.776 1.290 -2.696
C 3.903 0.542 -3.740
C 4.126 -0.946 -3.569
O 2.555 0.901 -3.626
H 4.582 0.955 -1.677
H 4.621 2.368 -2.751
H 5.823 1.068 -2.902
H 4.248 0.870 -4.721
H 3.715 -1.502 -4.411
H 3.692 -1.411 -2.684
H 5.189 -1.180 -3.511
H 2.262 0.570 -2.774
C -1.567 1.348 3.656
C -1.733 1.586 5.164
C -1.436 0.333 5.979
O -0.778 2.558 5.653
H -0.671 0.795 3.376
H -1.490 2.299 3.129
H -2.454 0.861 3.251
H -2.736 1.954 5.382
H -2.105 -0.487 5.719
H -1.403 0.566 7.043
H -0.445 -0.066 5.762
H 0.110 2.194 5.617
C 0.850 -2.544 -4.592
C 0.293 -1.343 -5.398
C -0.771 -0.481 -4.682
O 1.376 -0.527 -5.857
H 0.045 -3.258 -4.418
H 1.234 -2.225 -3.623
H 1.618 -3.054 -5.173
H -0.118 -1.823 -6.286
H -0.990 0.365 -5.333
H -0.471 -0.041 -3.731
H -1.651 -1.089 -4.471
H 1.589 0.046 -5.117
C 0.548 4.577 1.759
C 1.872 4.549 2.519
C 2.943 3.665 1.944
O 2.328 5.858 2.579
H -0.166 5.265 2.213
H 0.155 3.560 1.766
H 0.600 4.844 0.703
H 1.685 4.266 3.555
H 3.846 3.708 2.552
H 3.279 3.981 0.956
H 2.714 2.600 1.903
H 1.700 6.340 3.122

---

(7)
Computed, not measured: a gas-phase ion, C25H51N4O4 (charge +1), with the ωB97M-V functional and the def2-TZVPD basis.

SMILES string   CCC[C@H]1[N@@H+](CCCCCN)C[C@H](N=C(C)C)N[C@@]1(CCCCOC(C)=O)OCCOCC
2S+1   1
HOMO   -11.77 eV
Energy above the lowest of the compared OMol25 structures with the same formula, charge and spin   0.0000 eV
HOMO-LUMO gap   9.57 eV
Total charge   +1

Positions of all 84 atoms, in Å:
C 3.543 -1.435 3.244
C 3.665 -0.204 2.342
C 2.983 -0.442 0.980
C 1.511 -0.046 0.932
N 1.235 1.292 0.275
C 2.234 2.348 0.624
C 1.751 3.796 0.368
C 0.259 4.047 0.074
C -0.127 4.154 -1.419
C -1.465 3.467 -1.779
N -1.514 2.814 -3.086
C 1.063 1.179 -1.226
C 1.362 -0.176 -1.876
N 0.612 -0.183 -3.120
C 1.175 0.064 -4.231
C 2.515 0.752 -4.388
C 0.416 -0.312 -5.477
N 0.982 -1.343 -1.087
C 0.585 -1.109 0.284
C -0.890 -0.664 0.353
C -1.482 -0.631 1.772
C -2.216 0.682 2.059
C -2.625 0.829 3.510
O -3.757 -0.025 3.725
C -3.917 -0.447 5.020
C -4.134 -1.929 5.159
O -3.893 0.315 5.938
O 0.781 -2.229 1.111
C 0.617 -3.552 0.594
C -0.819 -3.998 0.334
O -1.026 -4.098 -1.057
C -2.344 -3.843 -1.534
C -2.302 -2.794 -2.636
H 4.113 -1.280 4.160
H 3.903 -2.334 2.745
H 2.506 -1.582 3.553
H 3.195 0.629 2.869
H 4.720 0.004 2.169
H 3.020 -1.517 0.796
H 3.557 0.007 0.166
H 1.162 0.067 1.963
H 0.343 1.588 0.669
H 2.475 2.228 1.677
H 3.134 2.131 0.055
H 2.343 4.235 -0.436
H 2.015 4.361 1.261
H -0.406 3.343 0.590
H 0.039 5.017 0.519
H -0.233 5.216 -1.645
H 0.671 3.800 -2.076
H -2.271 4.199 -1.782
H -1.677 2.694 -1.030
H -1.678 3.480 -3.829
H -0.665 2.304 -3.297
H 1.699 1.932 -1.681
H 0.028 1.429 -1.447
H 2.438 -0.240 -2.078
H 2.512 1.732 -3.909
H 2.777 0.868 -5.436
H 3.317 0.163 -3.936
H 0.900 0.047 -6.381
H 0.276 -1.391 -5.504
H -0.574 0.148 -5.439
H 1.738 -2.012 -1.127
H -1.028 0.317 -0.111
H -1.456 -1.345 -0.280
H -0.705 -0.751 2.531
H -2.195 -1.446 1.888
H -1.569 1.539 1.815
H -3.103 0.767 1.428
H -2.885 1.861 3.749
H -1.809 0.515 4.168
H -4.201 -2.433 4.198
H -5.063 -2.090 5.705
H -3.320 -2.355 5.743
H 1.182 -3.733 -0.324
H 1.063 -4.187 1.358
H -1.526 -3.311 0.809
H -0.975 -4.978 0.800
H -2.721 -4.778 -1.956
H -3.007 -3.551 -0.713
H -1.607 -1.992 -2.383
H -3.287 -2.356 -2.801
H -1.942 -3.237 -3.564

---

| no. | E_tot (Ha) | F_max (eV Å⁻¹) |
| --- | --- | --- |
| 1 | -1971.9266 | 8.1 |
| 2 | -12330.3744 | 14.9 |
| 3 | -729.2895 | 5.5 |
| 4 | -286.5678 | 3.9 |
| 5 | -1829.0810 | 1.1 |
| 6 | -4697.6931 | 2.9 |
| 7 | -1502.8730 | 0.9 |